Entry 1:
C4H9NO | ωB97M-V/def2-TZVPD

```
15
Properties=species:S:1:pos:R:3:forces:R:3
C 0.6225 -0.1252 -0.3034 3.0 0.8 -0.1
C 0.7753 1.0531 -1.2549 1.2 1.9 3.0
C -1.8626 -0.1186 0.5627 -1.3 3.0 -2.9
C -0.6570 -0.8163 0.0407 0.9 -3.1 0.5
N 3.0703 -0.3207 0.4801 -1.0 1.3 -1.4
O 1.6735 -0.6009 0.3796 -1.0 -0.2 1.0
H 1.2146 1.9624 -0.5563 -0.8 -2.1 -1.4
H -0.1815 1.4757 -1.5807 0.3 -0.6 -0.4
H 1.5731 0.9811 -2.0031 -0.5 -0.4 -0.1
H -2.7514 -0.7114 0.3699 0.0 -0.2 -0.1
H -2.0014 0.8359 -0.1644 0.0 -1.8 2.0
H -1.9443 0.1569 1.5878 0.6 0.5 0.8
H -1.0597 -1.5128 -0.7716 1.0 1.0 0.5
H -0.2802 -1.5180 0.8184 -0.5 0.1 -0.4
H 3.4437 -0.7203 1.3854 -1.8 -0.3 -0.9
```
Forces are in eV/Å.

Properties
- 2S+1: 1
- Calculated total energy: -287.60691 hartree
- Lowest unoccupied orbital energy (spin up / spin down): 0.30 / 0.53 eV
- Energy above the lowest of the compared OMol25 structures with the same formula, charge and spin: 141.5 kcal/mol
- Charge: 0

Entry 2:
C4H9NO | ωB97M-V/def2-TZVPD

```
15
Properties=species:S:1:pos:R:3:forces:R:3
C -2.2326 -0.3235 0.7785 -2.0 -1.2 0.5
N -1.0136 0.3653 0.6747 2.5 0.4 -0.9
C 0.2093 -0.3785 0.1148 -3.3 0.0 0.7
C 1.2941 0.6484 -0.2854 0.9 -1.8 0.6
C 2.1315 0.1391 -1.4502 3.3 1.7 1.6
O 3.3450 0.3120 -1.5452 -1.6 -0.4 0.4
H -3.0522 0.4085 1.3131 1.9 -2.2 -1.6
H -2.1501 -1.3544 1.2681 -0.3 1.2 0.4
H -2.4856 -0.6907 -0.2355 -0.7 0.8 0.2
H -0.7900 0.7557 1.5556 0.5 0.5 0.9
H -0.3136 -1.0209 -0.6514 1.1 1.0 -0.3
H 0.5086 -1.2072 0.8168 0.5 1.1 -0.2
H 1.0154 1.6114 -0.6569 -1.4 0.5 -0.4
H 1.8799 0.9625 0.6142 0.1 -0.8 -0.8
H 1.6540 -0.2276 -2.3110 -1.4 -0.9 -1.2
```
Forces are in eV/Å.

Properties
- 2S+1: 1
- Calculated total energy: -287.73226 hartree
- Lowest unoccupied orbital energy: 0.96 eV
- SMILES: CNCCC=O
- Energy above the lowest of the compared OMol25 structures with the same formula, charge and spin: 62.9 kcal/mol
- Charge: 0

Entry 3:
C4H9NO | ωB97M-V/def2-TZVPD

```
15
Properties=species:S:1:pos:R:3:forces:R:3
C -2.1804 0.0663 -0.3692 -0.4 -0.8 -0.7
C -0.6817 -0.3383 -0.6926 -1.2 0.5 -0.4
N -0.2453 0.8565 0.0974 0.9 -0.2 1.1
C 0.5473 0.3226 0.9321 0.6 0.8 0.6
C 1.9164 -0.1439 0.5521 0.2 -0.4 0.3
O 2.2306 -0.0204 -0.8064 -0.2 0.0 0.0
H -2.7945 -0.1987 -1.2097 -0.8 -0.5 -0.2
H -2.4312 -0.4861 0.5463 -0.3 -0.1 -0.5
H -2.3796 1.1214 -0.0980 0.6 -0.7 -0.7
H -0.6219 -1.3303 -0.1923 0.6 0.6 0.0
H -0.1920 -0.5024 -1.6741 -1.1 0.6 0.0
H 0.3252 0.4056 1.9960 0.7 0.7 0.5
H 2.1902 -1.1419 0.8834 0.1 -0.2 0.0
H 2.4889 0.5859 1.1608 0.2 -0.3 -0.1
H 1.8280 0.8037 -1.1259 0.0 -0.2 0.1
```
Forces are in eV/Å.

Properties
- 2S+1: 1
- Calculated total energy: -287.65628 hartree
- Lowest unoccupied orbital energy: 0.71 eV
- SMILES: CC/N=C\CO
- Energy above the lowest of the compared OMol25 structures with the same formula, charge and spin: 110.5 kcal/mol
- Charge: 0

Please write out number 3 again, unchanged.
C4H9NO | ωB97M-V/def2-TZVPD

```
15
Properties=species:S:1:pos:R:3:forces:R:3
C -2.1804 0.0663 -0.3692 -0.4 -0.8 -0.7
C -0.6817 -0.3383 -0.6926 -1.2 0.5 -0.4
N -0.2453 0.8565 0.0974 0.9 -0.2 1.1
C 0.5473 0.3226 0.9321 0.6 0.8 0.6
C 1.9164 -0.1439 0.5521 0.2 -0.4 0.3
O 2.2306 -0.0204 -0.8064 -0.2 0.0 0.0
H -2.7945 -0.1987 -1.2097 -0.8 -0.5 -0.2
H -2.4312 -0.4861 0.5463 -0.3 -0.1 -0.5
H -2.3796 1.1214 -0.0980 0.6 -0.7 -0.7
H -0.6219 -1.3303 -0.1923 0.6 0.6 0.0
H -0.1920 -0.5024 -1.6741 -1.1 0.6 0.0
H 0.3252 0.4056 1.9960 0.7 0.7 0.5
H 2.1902 -1.1419 0.8834 0.1 -0.2 0.0
H 2.4889 0.5859 1.1608 0.2 -0.3 -0.1
H 1.8280 0.8037 -1.1259 0.0 -0.2 0.1
```
Forces are in eV/Å.

Properties
- 2S+1: 1
- Calculated total energy: -287.65628 hartree
- Lowest unoccupied orbital energy: 0.71 eV
- SMILES: CC/N=C\CO
- Energy above the lowest of the compared OMol25 structures with the same formula, charge and spin: 110.5 kcal/mol
- Charge: 0